Entry 1:
One molecule with the formula C6H7NO3. Source: OMol25; level of theory: ωB97M-V/def2-TZVPD.

Summary:
DFT total energy (Eh): -513.10342
ΔE to the lowest compared entry with this formula, charge and spin (kJ/mol): 550.57
Highest occupied orbital energy (eV): -8.596
Spin multiplicity: 1

Geometry as XYZ:
```
17
C6H7NO3 ωB97M-V/def2-TZVPD
O -1.969 -1.619 0.176
O 2.349 -0.031 0.220
O -3.113 0.403 0.115
N -0.785 0.189 -0.232
C 0.126 -0.940 -0.209
C -2.017 -0.311 0.011
C -0.680 -1.977 0.030
C 3.798 0.016 0.103
C -2.885 1.817 -0.003
C 1.901 -1.122 -0.280
H 4.280 -0.977 -0.158
H -2.595 2.250 0.956
H -0.482 -3.057 0.137
H 4.013 0.623 -0.896
H -3.939 2.221 -0.059
H 4.045 0.679 0.947
H -2.048 1.836 -0.856
```

These are the natural (NBO) partial charges, in e, on atoms 1 to 5: -0.4142 -0.4778 -0.4789 -0.5948 -0.0472

***

Entry 2:
C12H26Cl3N7OSSiTa as an isolated structure. Source: OMol25; level of theory: ωB97M-V/def2-TZVPD.

Summary:
DFT total energy (Eh): -3055.83442
ΔE to the lowest compared entry with this formula, charge and spin (kJ/mol): 61.98
Highest occupied orbital energy (eV): -17.570
Spin multiplicity: 1
Total charge: +3

Geometry as XYZ:
```
52
C12H26Cl3N7OSSiTa ωB97M-V/def2-TZVPD
Ta -0.012 -0.393 -0.651
Cl -0.048 -2.720 0.085
Cl 3.100 -3.147 -1.176
Cl 0.669 -3.355 -3.199
S 1.295 -1.188 3.436
Si 1.179 -2.411 -1.465
O -1.339 -0.555 -1.929
N -2.160 -0.641 -4.061
N -1.063 -0.440 1.345
N 1.215 0.576 -2.332
N -0.308 1.752 -0.360
N -3.276 -1.402 0.283
N -4.899 -2.657 -4.017
N 1.941 0.033 0.475
C 0.863 2.070 -2.513
C 2.140 1.518 0.363
C -3.394 -1.717 -0.813
C 0.813 2.293 0.527
C -1.818 0.862 1.512
C -2.296 -1.039 -2.794
C 1.649 -0.014 4.778
C 2.263 -2.675 3.868
C -3.317 -1.772 -2.224
C -4.279 -2.355 -3.098
C -1.647 1.847 0.366
C -0.354 2.471 -1.664
H 1.782 -0.202 1.458
H -0.483 -0.677 2.190
H 0.970 3.359 0.311
H 1.194 -0.367 5.739
H 2.703 0.105 4.915
H -1.267 2.253 -2.182
H -2.872 0.603 1.550
H -3.006 -0.649 -4.605
H 3.298 -2.474 4.149
H 2.196 0.481 -2.185
H 0.473 2.168 1.571
H 2.863 1.856 1.138
H 1.797 -3.121 4.763
H -1.750 2.859 0.795
H 0.723 2.285 -3.581
H -0.330 3.583 -1.476
H 2.807 -0.446 0.245
H -2.425 1.713 -0.383
H -1.251 -0.426 -4.473
H 2.658 1.751 -0.557
H 2.243 -3.347 3.041
H 1.050 0.115 -3.229
H -1.805 -1.129 1.295
H -1.435 1.238 2.477
H 1.796 2.604 -2.241
H 1.153 0.922 4.535
```

These are the natural (NBO) partial charges, in e, on atoms 1 to 5: 1.8065 -0.0648 -0.2333 -0.2287 0.0832

***

Entry 3:
CCl2Na3O11 as an isolated structure. Source: OMol25; level of theory: ωB97M-V/def2-TZVPD.

Summary:
DFT total energy (Eh): -2272.41554
Highest occupied orbital energy (alpha / beta) (eV): -7.923 / -8.371
Spin multiplicity: 2
<S²>: 0.758

Geometry as XYZ:
```
17
CCl2Na3O11 ωB97M-V/def2-TZVPD
Cl -2.878 -0.922 2.040
Cl 0.835 1.864 -0.006
Na -0.350 -1.552 -1.415
Na 3.256 0.014 2.252
Na -1.875 3.244 2.242
O 2.753 -0.682 -3.941
O 1.681 -2.304 -4.098
O 1.312 0.589 -0.332
O -2.687 -1.690 0.840
O -2.495 -1.753 3.071
O 2.183 -1.538 -2.207
O 1.532 2.175 1.291
O 1.295 2.730 -1.155
O -4.311 -0.620 2.386
O -2.068 0.304 2.211
O -0.475 1.684 0.209
C 2.291 -1.542 -3.387
```

These are the natural (NBO) partial charges, in e, on atoms 1 to 5: 2.5274 2.5543 0.9786 0.9969 0.9926

***

Entry 4:
H56O28Zr as an isolated structure. Source: OMol25; level of theory: ωB97M-V/def2-TZVPD.

Summary:
DFT total energy (Eh): -2186.43422
Highest occupied orbital energy (eV): -20.780
Spin multiplicity: 1
Total charge: +4

Geometry as XYZ:
```
85
H56O28Zr ωB97M-V/def2-TZVPD
Zr 0.406 0.351 -0.148
O 2.580 4.131 0.654
O 2.140 -1.054 -0.162
O 4.095 -0.079 2.329
O -0.164 -1.635 0.981
O 0.579 1.039 -4.446
O -3.907 -1.050 0.888
O 1.320 0.949 -1.993
O -1.100 4.648 0.985
O -3.041 1.499 -2.195
O 0.056 0.985 1.928
O 2.236 1.413 0.505
O 0.984 -2.965 -2.927
O 4.244 -0.895 -1.860
O -1.820 0.139 -0.114
O -1.782 1.020 3.576
O -4.441 1.063 3.496
O 0.658 4.138 -2.338
O -0.350 -2.033 3.725
O -2.460 1.270 -5.172
O -2.314 -2.943 -2.324
O 1.632 0.538 3.973
O -4.932 -2.933 -1.181
O 3.211 2.810 -2.284
O -0.303 -3.821 -0.452
O -0.316 -0.939 -1.862
O 2.911 -2.913 1.723
O -0.277 2.417 -0.427
O 1.424 -4.388 4.227
H 1.996 4.398 1.366
H -2.843 1.255 -3.105
H 4.021 -1.043 2.224
H -2.389 -3.165 -3.255
H -0.449 -4.712 -0.114
H 0.094 4.168 -3.107
H 4.999 0.042 2.473
H 2.275 -1.846 0.548
H 4.021 3.276 -2.215
H -0.940 -3.712 -1.235
H -4.587 -1.589 0.487
H -0.808 0.881 2.395
H -4.913 0.754 4.310
H 1.350 1.198 -5.049
H 1.180 -5.298 4.433
H 2.601 0.389 4.023
H 3.396 4.630 0.889
H -0.272 -2.448 0.500
H 0.976 0.794 -2.847
H 3.513 -3.596 1.540
H -1.701 1.494 4.370
H -5.825 -2.789 -1.549
H 2.921 1.075 1.133
H -2.655 2.038 -5.706
H -0.708 -1.434 4.430
H -1.194 -1.280 -1.805
H 0.219 2.943 -1.024
H -0.261 1.196 -4.954
H 1.018 5.063 -2.398
H -2.714 0.539 -5.727
H 2.524 -3.250 2.581
H 4.612 -1.631 -2.393
H 2.242 2.395 0.612
H -2.489 -0.407 0.342
H -3.206 -2.974 -1.996
H -0.817 3.027 0.180
H -2.726 0.884 3.497
H 2.142 1.465 -1.940
H 2.088 -3.997 4.840
H 1.349 0.875 4.775
H 0.053 -2.786 4.224
H 2.844 -0.976 -0.837
H 0.997 -3.566 -2.148
H 0.281 -1.530 -2.409
H -3.907 1.873 -2.259
H -3.978 -1.059 1.842
H 0.821 0.991 2.578
H 1.632 -3.311 -3.555
H -5.065 -3.771 -0.689
H -2.330 0.743 -0.644
H -1.608 5.257 0.414
H -0.412 -1.702 1.940
H 2.583 3.449 -2.678
H -5.058 1.668 3.030
H -1.184 4.912 1.909
H 5.023 -0.559 -1.356
```

These are the Löwdin partial charges, in e, on atoms 1 to 5: 2.0658 -0.0289 -0.1862 -0.0032 -0.1148

***

Entry 5:
One molecule with the formula C4H12N2OS. Source: OMol25; level of theory: ωB97M-V/def2-TZVPD.

Summary:
DFT total energy (Eh): -742.38310
ΔE to the lowest compared entry with this formula, charge and spin (kJ/mol): 467.19
Highest occupied orbital energy (eV): -8.146
Spin multiplicity: 1

Geometry as XYZ:
```
20
C4H12N2OS ωB97M-V/def2-TZVPD
S -1.554 0.553 0.441
O 1.401 0.750 -0.625
N -0.749 -1.413 -0.065
N -2.959 0.300 1.031
C 0.683 -1.398 0.313
C -2.060 0.935 -1.260
C 1.977 1.289 0.473
C 1.626 -0.702 -0.603
H 2.625 -0.934 -0.258
H 3.091 1.016 0.313
H -1.395 -1.753 0.686
H -1.660 0.301 -2.043
H -3.069 0.609 -1.093
H 1.399 -0.963 -1.675
H -2.817 0.018 2.035
H 1.826 0.664 1.422
H 0.948 -2.520 0.275
H -1.990 1.973 -1.342
H 1.754 2.331 0.569
H 0.925 -1.054 1.406
```

These are the natural (NBO) partial charges, in e, on atoms 1 to 5: 1.0748 -0.5484 -0.7601 -1.0868 -0.2821

***

Entry 6:
A 4-piece molecular cluster, C45H55BrFN3O9S overall. Source: OMol25; level of theory: ωB97M-V/def2-TZVPD.

Summary:
DFT total energy (Eh): -5661.20419
Highest occupied orbital energy (eV): -8.184
Spin multiplicity: 1
SMILES string: [H]/N=C\Cc1c(Br)c(N=C=S)c(CCCNCc2ccccc2O)c2c1C(=O)C(C[C@H](C)F)=C(Cc1ccccc1)C2=O.CCOC(C)=O.CCOC(C)=O.CCOC(C)=O

Geometry as XYZ:
```
115
C45H55BrFN3O9S ωB97M-V/def2-TZVPD
Br 0.374 -4.270 -3.675
S 4.785 -3.346 -1.761
F -1.409 -4.025 2.275
O -5.219 -1.573 7.129
O -2.811 -1.627 0.374
O -3.695 -0.853 5.724
O 0.204 5.471 1.474
O 1.154 1.052 0.707
O 4.031 3.897 -4.118
O 2.264 4.445 -5.304
O -0.407 -1.474 -6.384
O -0.239 7.572 1.948
N 2.594 -2.360 -3.136
N -2.198 -5.941 -0.375
N 1.580 0.309 -4.064
C 3.561 -2.935 -2.661
C -1.622 -1.605 0.622
C 3.196 -0.564 3.310
C 1.917 -1.050 -6.109
C 4.286 -1.406 3.361
C 3.468 -2.795 -6.734
C 2.613 1.073 -1.922
C 2.753 0.933 -3.451
C 0.673 -0.130 3.385
C 1.354 6.467 -6.313
C -2.963 -3.890 4.138
C -1.523 -5.222 -1.172
C -5.647 0.481 5.839
C 0.660 -0.054 0.802
C -0.931 3.324 1.673
C 2.435 -3.633 -7.123
C -7.646 -1.785 7.173
C -1.860 -1.844 3.202
C -0.001 -0.519 2.077
C 3.036 5.959 -3.515
C 3.140 4.680 -4.308
C 3.204 -1.539 -6.246
C -0.949 6.017 3.584
C -0.281 6.423 2.291
C 1.913 -1.038 3.482
C 0.381 -2.958 -2.267
C -1.101 -1.267 2.006
C 4.152 -2.755 3.598
C 1.775 -2.400 3.715
C -1.888 -3.746 -1.454
C 0.356 4.098 1.854
C -0.678 -2.840 -1.372
C 2.858 -3.238 3.764
C -6.394 -1.383 7.924
C 1.150 -3.152 -7.014
C 1.638 0.328 -5.529
C -0.535 -1.862 -0.410
C -2.404 -3.241 2.843
C 2.857 -0.266 -1.151
C 1.656 -1.179 -1.238
C 1.503 -2.178 -2.204
C -4.767 -0.677 6.239
C 0.611 -1.065 -0.332
C 0.900 -1.889 -6.506
C 1.075 5.213 -5.511
H -6.270 -2.029 8.792
H 2.032 6.376 -3.469
H 0.754 4.017 2.868
H -0.780 2.272 1.912
H -6.444 -0.361 8.304
H 5.014 -3.412 3.658
H 3.373 1.811 -1.623
H -7.569 -2.820 6.837
H -1.731 3.710 2.307
H -2.113 -4.330 4.670
H -6.180 0.222 4.924
H 0.579 5.425 -4.563
H 0.402 4.567 -6.074
H -8.525 -1.687 7.812
H 4.476 -3.194 -6.825
H -3.420 -3.073 4.706
H -1.115 -2.035 3.983
H 1.822 6.211 -7.264
H 3.386 0.489 3.099
H 0.311 -3.775 -7.333
H -6.363 0.781 6.601
H 3.049 0.034 -0.116
H -2.984 -5.408 0.004
H -7.798 -1.172 6.284
H 3.657 0.336 -3.638
H 2.874 1.963 -3.850
H -0.635 -5.659 -1.635
H -2.653 -1.199 3.586
H 0.732 0.744 -3.725
H -2.654 -3.497 -0.718
H -0.737 6.778 4.331
H 2.616 -4.634 -7.504
H -5.012 1.344 5.649
H 2.040 7.135 -5.790
H 1.065 0.892 3.341
H 2.757 -4.310 3.924
H 0.803 -2.877 3.831
H -3.714 -4.642 3.872
H 0.429 7.010 -6.510
H 4.074 -0.949 -5.957
H 3.336 5.751 -2.490
H 1.117 3.690 1.191
H -0.947 -2.119 -6.854
H 2.414 1.017 -5.897
H -2.025 5.962 3.424
H 5.300 -1.034 3.211
H -1.278 3.404 0.642
H 0.671 0.674 -5.914
H -3.268 -3.169 2.171
H -2.380 -3.670 -2.436
H 3.714 6.697 -3.942
H 0.035 -0.321 4.249
H 1.646 1.515 -1.647
H 3.776 -0.693 -1.556
H -0.596 5.072 3.990
```

These are the Löwdin partial charges, in e, on atoms 1 to 5: 0.8801 0.7620 -0.0021 0.0073 0.1101